No. 1
Molecular formula: C4H8N2O
Method: DFT, the ωB97M-V functional and the def2-TZVPD basis

Last column: natural (NBO) charge in e.
Cartesian coordinates (Å):
C -1.315 -1.350 -0.071  -0.64
C -0.292 -0.326 -0.464  0.03
C -0.643 1.000 -1.010  -0.22
N -0.203 0.938 0.380  -0.53
C 0.998 -0.110 0.236  0.58
N 2.190 0.248 -0.401  -0.81
O 1.012 -0.536 1.475  -0.77
H -2.312 -0.895 -0.018  0.21
H -1.342 -2.174 -0.788  0.23
H -1.055 -1.746 0.915  0.25
H 0.048 1.532 -1.666  0.20
H -1.693 1.187 -1.216  0.22
H -0.096 0.386 1.462  0.50
H 2.037 0.877 -1.183  0.36
H 2.793 0.689 0.284  0.38

Computed properties:
LUMO energy (eV): 0.859
SMILES: C[C@@]12C[N@@H+]1[C@@]2(N)[O-]
Energy relative to the best compared isomer or geometry (same formula, charge and spin) (kcal per mole): 112.50
Largest force on an atom (eV/Å): 0.4
Total energy (Ha): -341.82436


No. 2
Molecular formula: C28H30N6O3
Method: DFT, the ωB97M-V functional and the def2-TZVPD basis

Last column: natural (NBO) charge in e.
Cartesian coordinates (Å):
C -6.173 -1.951 0.754  -0.25
O -6.107 -0.606 0.345  -0.49
C -4.938 -0.144 -0.174  0.28
C -4.944 1.210 -0.554  -0.21
C -3.823 1.799 -1.081  -0.22
C -2.653 1.053 -1.242  0.16
N -1.510 1.610 -1.748  -0.55
C -0.303 0.973 -1.891  0.63
O 0.661 1.596 -2.321  -0.68
C -0.297 -0.440 -1.531  -0.03
C 1.007 -1.186 -1.700  -0.26
N 1.905 -0.945 -0.584  -0.47
C 2.148 -2.069 0.299  -0.30
C 0.955 -2.352 1.157  0.35
C 0.558 -1.823 2.350  -0.34
C -0.666 -2.456 2.681  -0.31
C -0.919 -3.327 1.669  0.06
O 0.056 -3.273 0.742  -0.43
C 2.945 0.048 -0.768  -0.10
C 3.198 0.699 0.551  0.36
N 3.915 0.226 1.549  -0.34
N 3.859 1.124 2.523  -0.06
N 3.151 2.117 2.188  -0.07
N 2.706 1.902 0.947  -0.19
C 1.800 2.820 0.320  -0.25
C 0.389 2.639 0.829  -0.05
C -0.082 1.382 1.183  -0.18
C -1.373 1.226 1.657  -0.22
C -2.213 2.321 1.761  -0.21
C -1.755 3.573 1.388  -0.22
C -0.459 3.733 0.931  -0.21
C 4.298 -0.356 -1.428  -0.21
C 5.094 -1.435 -0.698  -0.63
C 4.108 -0.754 -2.891  -0.61
C -1.422 -1.028 -1.068  -0.17
C -2.637 -0.303 -0.880  -0.03
C -3.790 -0.891 -0.344  -0.29
H -6.003 -2.634 -0.085  0.18
H -5.451 -2.164 1.549  0.18
H -7.182 -2.094 1.136  0.20
H -5.855 1.769 -0.416  0.23
H -3.834 2.841 -1.363  0.22
H -1.524 2.592 -1.997  0.42
H 0.797 -2.258 -1.770  0.21
H 1.459 -0.853 -2.637  0.22
H 2.394 -2.986 -0.259  0.19
H 2.981 -1.809 0.952  0.26
H 1.078 -1.090 2.932  0.24
H -1.263 -2.289 3.554  0.23
H -1.717 -4.023 1.500  0.20
H 2.502 0.803 -1.428  0.27
H 2.148 3.833 0.540  0.23
H 1.817 2.660 -0.764  0.26
H 0.556 0.516 1.092  0.23
H -1.717 0.244 1.944  0.22
H -3.221 2.198 2.128  0.22
H -2.406 4.432 1.465  0.21
H -0.100 4.714 0.655  0.21
H 4.896 0.565 -1.408  0.20
H 6.093 -1.492 -1.125  0.21
H 4.627 -2.410 -0.809  0.20
H 5.184 -1.198 0.358  0.25
H 5.078 -0.867 -3.369  0.21
H 3.586 -1.706 -2.967  0.20
H 3.547 0.003 -3.435  0.21
H -1.417 -2.080 -0.824  0.22
H -3.745 -1.932 -0.066  0.22

Computed properties:
LUMO energy (eV): 0.100
SMILES: COc1ccc2[nH]c(=O)c(CN(Cc3ccco3)[C@@H](c3nnnn3Cc3ccccc3)C(C)C)cc2c1
Energy relative to the best compared isomer or geometry (same formula, charge and spin) (kcal per mole): 10.33
Largest force on an atom (eV/Å): 1.5
Total energy (Ha): -1639.21517


No. 3
Molecular formula: C6H12N
Method: DFT, the ωB97M-V functional and the def2-TZVPD basis

Last column: natural (NBO) charge in e.
Cartesian coordinates (Å):
C 1.206 -0.354 -0.353  -0.13
C 1.668 -1.278 -1.277  -0.25
C 1.646 -0.092 1.009  -0.20
C 0.354 0.710 -0.400  0.23
C -2.013 -1.336 0.918  -0.48
C -0.811 1.194 -1.236  -0.66
N 0.734 1.114 0.995  -0.54
H 1.270 -1.398 -2.246  0.22
H 2.485 -1.821 -0.869  0.21
H 1.226 -0.791 1.624  0.23
H 2.643 0.211 1.394  0.24
H -1.427 -0.697 0.350  0.12
H -2.138 -2.374 0.858  0.19
H -2.372 -0.883 1.876  0.17
H -0.631 0.690 -2.136  0.26
H -0.646 2.300 -1.391  0.26
H -1.701 0.901 -0.601  0.25
H -0.160 1.136 1.534  0.44
H 1.234 1.989 1.205  0.44

Computed properties:
LUMO energy (spin up / spin down) (eV): -5.023 / -3.745
Total charge: +1
Energy relative to the best compared isomer or geometry (same formula, charge and spin) (kcal per mole): 128.95
Largest force on an atom (eV/Å): 3.8
Total energy (Ha): -290.11641


No. 4
Molecular formula: C25H33N2O5PtS2
Method: DFT, the ωB97M-V functional and the def2-TZVPD basis

Last column: natural (NBO) charge in e.
Cartesian coordinates (Å):
Pt 1.475 0.509 -0.317  1.08
C 6.215 1.447 0.630  -0.25
O 5.454 0.921 1.730  -0.50
C 4.129 0.972 1.590  0.90
O 3.574 1.465 0.618  -0.70
N 3.525 0.420 2.665  -0.47
N 2.135 0.351 2.734  -0.65
H 7.254 1.301 0.906  0.21
H 6.000 2.504 0.493  0.20
H 5.982 0.905 -0.285  0.19
H 4.107 -0.107 3.300  0.39
H 1.831 0.614 3.662  0.37
H 1.808 -0.579 2.490  0.38
C 1.136 5.017 -0.301  -0.80
S 0.890 3.397 0.403  1.28
O 1.264 2.501 -0.796  -0.97
C -0.880 3.369 0.502  -0.30
C -1.448 3.332 1.766  -0.20
C -2.832 3.331 1.880  -0.20
C -3.618 3.353 0.738  -0.18
C -3.032 3.366 -0.524  -0.22
C -1.655 3.370 -0.650  -0.13
H 0.594 5.082 -1.243  0.25
H 2.205 5.135 -0.461  0.26
H 0.772 5.756 0.411  0.25
H -0.817 3.308 2.647  0.23
H -3.293 3.311 2.859  0.23
H -4.696 3.349 0.827  0.23
H -3.654 3.368 -1.408  0.23
H -1.184 3.347 -1.624  0.23
O -0.812 0.290 -0.851  -1.00
S -1.505 -0.656 0.117  1.27
C -3.233 -0.239 0.020  -0.18
C -3.823 0.031 -1.207  -0.21
C -5.166 0.360 -1.243  -0.20
C -5.904 0.409 -0.063  -0.19
C -5.302 0.139 1.155  -0.20
C -3.950 -0.180 1.203  -0.23
C -1.547 -2.230 -0.724  -0.29
C -1.856 -3.366 0.010  -0.15
C -1.872 -4.593 -0.633  -0.21
C -1.571 -4.671 -1.988  -0.19
C -1.255 -3.525 -2.704  -0.19
C -1.239 -2.290 -2.071  -0.22
H -3.232 -0.010 -2.113  0.24
H -5.645 0.570 -2.190  0.23
H -6.957 0.657 -0.100  0.23
H -5.880 0.181 2.069  0.23
H -3.461 -0.377 2.148  0.23
H -2.078 -3.295 1.068  0.22
H -2.111 -5.489 -0.077  0.23
H -1.578 -5.632 -2.485  0.23
H -1.016 -3.593 -3.757  0.23
H -0.982 -1.383 -2.603  0.25
C 3.933 -2.217 0.210  -0.62
C 2.549 -2.265 -0.432  0.23
C 2.639 -1.968 -1.921  -0.64
C 1.885 -3.613 -0.182  -0.62
O 1.739 -1.290 0.247  -0.72
H 4.572 -2.995 -0.209  0.22
H 3.859 -2.378 1.287  0.21
H 4.405 -1.251 0.023  0.20
H 3.232 -2.736 -2.422  0.22
H 3.114 -1.000 -2.098  0.22
H 1.645 -1.958 -2.368  0.22
H 2.480 -4.416 -0.621  0.22
H 0.890 -3.637 -0.628  0.22
H 1.793 -3.796 0.889  0.21

Computed properties:
2S+1: 3
LUMO energy (spin up / spin down) (eV): -1.988 / -3.705
Total charge: +1
Energy relative to the best compared isomer or geometry (same formula, charge and spin) (kcal per mole): 14.15
Largest force on an atom (eV/Å): 0.1
Total energy (Ha): -2373.52251


No. 5
Molecular formula: C17H13LiN2O4
Method: DFT, the ωB97M-V functional and the def2-TZVPD basis

Last column: natural (NBO) charge in e.
Cartesian coordinates (Å):
O -4.941 2.453 1.360  -0.51
N -4.595 1.281 1.629  0.50
O -5.420 0.379 1.905  -0.52
C -3.210 0.961 1.642  -0.11
C -2.806 -0.335 2.036  -0.19
C -1.466 -0.594 2.238  -0.25
C -0.482 0.418 2.023  -0.04
C 0.925 0.084 2.181  -0.45
C 1.988 0.974 2.084  -0.21
N 3.235 0.438 1.799  0.43
O 4.277 1.096 1.656  -0.56
O 3.233 -0.862 1.683  -0.77
C -0.911 1.703 1.584  -0.23
C -2.258 1.968 1.387  -0.17
H -3.572 -1.090 2.196  0.23
H -1.150 -1.584 2.583  0.18
H 1.112 -0.775 2.870  0.12
H 1.905 2.060 2.183  0.19
H -0.176 2.494 1.405  0.20
H -2.608 2.945 1.062  0.23
C 2.601 0.401 -2.693  -0.39
Li 1.728 -1.981 1.617  0.94
C 2.478 0.910 -1.371  -0.24
C 1.343 0.309 -0.759  -0.40
C 0.779 -0.635 -1.682  -0.03
C 1.585 -0.590 -2.895  -0.13
C 1.211 -1.364 -3.999  -0.22
C 0.061 -2.154 -3.926  -0.31
C -0.724 -2.182 -2.755  -0.31
C -0.372 -1.430 -1.632  -0.26
H 3.335 0.684 -3.443  0.17
H 3.133 1.649 -0.914  0.20
H 0.782 0.670 0.087  0.20
H 1.819 -1.316 -4.905  0.17
H -0.238 -2.755 -4.785  0.17
H -1.624 -2.795 -2.733  0.18
H -0.976 -1.432 -0.720  0.20

Computed properties:
LUMO energy (eV): 3.655
Total charge: -2
Largest force on an atom (eV/Å): 4.3
Total energy (Ha): -1073.40864


No. 6
Molecular formula: C18H24N6O4S
Method: DFT, the ωB97M-V functional and the def2-TZVPD basis

Last column: natural (NBO) charge in e.
Cartesian coordinates (Å):
O 5.377 0.666 -1.352  -0.60
C 4.960 0.243 -0.300  0.67
C 4.816 1.147 0.950  -0.32
N 3.506 0.988 1.490  0.01
N 3.216 0.113 2.426  -0.04
N 1.942 0.128 2.580  -0.26
C 1.455 1.031 1.703  0.22
C 0.046 1.307 1.519  0.00
C -0.892 0.654 2.319  -0.20
C -2.240 0.874 2.109  -0.20
C -2.641 1.738 1.107  -0.33
S -4.399 1.969 0.797  2.33
O -5.105 1.648 2.000  -0.94
O -4.581 3.254 0.192  -0.94
N -4.853 0.836 -0.340  -0.65
C -4.700 -0.551 0.038  -0.24
C -3.373 -1.022 -0.587  -0.43
C -3.097 -0.015 -1.718  -0.43
C -4.277 0.974 -1.659  -0.24
C -1.720 2.414 0.328  -0.20
C -0.369 2.200 0.531  -0.20
N 2.444 1.581 1.002  -0.25
N 4.579 -1.024 -0.071  -0.62
C 4.333 -1.970 -1.132  -0.24
C 2.825 -2.230 -1.254  0.10
C 1.996 -1.007 -1.658  -0.43
C 0.631 -1.316 -1.040  -0.43
C 0.970 -2.251 0.135  -0.07
O 2.340 -2.602 0.026  -0.55
H 4.966 2.183 0.645  0.26
H 5.543 0.855 1.709  0.25
H -0.546 -0.016 3.091  0.24
H -2.991 0.400 2.721  0.25
H -5.542 -1.112 -0.380  0.20
H -4.734 -0.627 1.122  0.23
H -2.570 -1.003 0.151  0.21
H -3.461 -2.039 -0.962  0.22
H -2.153 0.503 -1.553  0.21
H -3.049 -0.501 -2.691  0.22
H -5.042 0.705 -2.393  0.20
H -3.996 2.014 -1.812  0.23
H -2.075 3.110 -0.416  0.25
H 0.373 2.709 -0.064  0.24
H 4.185 -1.290 0.823  0.42
H 4.724 -1.551 -2.060  0.24
H 4.843 -2.909 -0.903  0.21
H 2.660 -3.051 -1.970  0.17
H 1.956 -0.878 -2.736  0.22
H 2.421 -0.104 -1.217  0.21
H 0.119 -0.417 -0.703  0.22
H -0.008 -1.828 -1.760  0.21
H 0.358 -3.160 0.111  0.17
H 0.834 -1.768 1.107  0.19

Computed properties:
LUMO energy (eV): -0.233
SMILES: O=C(Cn1nnc(-c2ccc(S(=O)(=O)N3CCCC3)cc2)n1)NC[C@@H]1CCCO1
Largest force on an atom (eV/Å): 1.2
Total energy (Ha): -1727.97856